The following is a DFT calculation (the ωB97M-V functional and the def2-TZVPD basis) of a structure of composition C33H28Cl2N2O3Ru.

```
69
Properties=species:S:1:pos:R:3:forces:R:3
Ru 0.1234 0.0435 0.7498 -0.48 -0.33 0.24
Cl -0.0777 -7.8461 0.6842 0.00 0.00 0.00
Cl 3.8792 -1.3083 -5.3040 0.01 0.00 -0.01
O -1.5780 -1.6630 2.7616 0.10 0.05 0.02
O 1.3504 -1.2754 -0.0376 0.28 -0.09 -0.09
O -1.2920 -1.2917 0.5763 0.07 0.13 -0.11
N -1.4897 1.2778 1.2909 0.07 0.11 -0.05
N -0.3029 0.8269 -1.0303 0.20 0.02 0.08
C -3.6692 2.9827 1.6161 0.05 -0.02 -0.01
C -1.9174 2.3564 -2.1515 0.04 -0.01 -0.07
C 1.4805 -0.3146 -2.2375 0.02 -0.01 -0.03
C 2.9950 -2.5860 2.4747 -0.03 -0.01 -0.02
C 2.1245 -0.3515 -3.5008 -0.03 0.03 0.00
C -1.0915 -3.5264 1.3708 -0.07 -0.01 -0.02
C 1.6464 1.5220 2.0927 -0.14 0.09 -0.07
C -0.4742 -6.1835 0.9475 -0.01 0.01 0.00
C 2.8434 -2.2039 -1.5575 -0.01 0.01 0.02
C -1.9772 1.9789 0.2190 0.02 0.02 0.00
C -3.5563 3.5126 -0.8100 0.05 -0.01 -0.08
C 0.9587 0.5860 2.9016 0.00 0.12 -0.07
C 3.2819 -0.2284 1.6339 -0.02 0.00 0.03
C 1.7415 3.6206 3.4215 0.02 -0.01 -0.05
C 1.3529 -0.7482 2.9542 0.08 0.06 0.06
C -3.2141 2.2198 2.6496 0.01 -0.03 -0.02
C -1.3886 1.7449 -1.0450 -0.04 0.06 0.08
C 2.5694 -1.1575 2.3734 -0.01 0.04 -0.04
C 1.8559 -1.2439 -1.2362 -0.07 -0.03 0.02
C -0.7029 -3.9590 0.1061 0.00 0.03 0.01
C -3.0707 2.8522 0.3400 -0.06 0.01 0.05
C 2.7880 1.0614 1.4272 0.02 -0.03 0.05
C -2.1247 1.3537 2.4379 -0.16 -0.02 0.02
C 1.6950 3.7688 0.9048 -0.01 0.01 -0.03
C 0.4269 0.6246 -2.0850 -0.01 -0.05 -0.11
C 3.4498 -2.2159 -2.7831 -0.01 0.03 -0.03
C 3.0918 -1.2728 -3.7651 0.01 -0.04 0.04
C -1.3566 -2.0881 1.6423 -0.04 -0.13 -0.05
C -2.9912 3.2581 -2.0282 -0.05 0.02 0.10
C -0.8669 -5.7707 2.2136 0.00 0.00 -0.01
C -1.1756 -4.4385 2.4197 -0.01 0.00 0.00
C -0.3933 -5.2903 -0.1112 0.00 -0.01 0.00
C 1.2320 2.9817 2.1238 0.09 0.01 0.06
H 2.7943 -2.9935 3.4650 0.01 0.00 0.00
H 0.1394 0.9314 3.5153 0.01 -0.04 0.00
H 0.2125 1.2175 -2.9696 -0.04 0.02 0.03
H -3.3774 3.7341 -2.9186 0.00 0.00 0.00
H 4.2105 -2.9510 -3.0100 0.00 0.00 -0.01
H -0.9286 -6.4897 3.0183 0.00 0.00 0.00
H -0.6412 -3.2432 -0.7014 0.01 -0.01 -0.01
H 1.3815 3.0814 4.2984 0.00 0.02 0.01
H 0.1397 3.0085 2.1464 -0.01 0.01 0.03
H 1.2832 4.7771 0.9371 -0.01 0.00 -0.01
H -3.6732 2.2501 3.6269 -0.01 0.00 -0.01
H -0.0932 -5.6414 -1.0886 0.00 0.00 0.00
H 4.0522 -2.7094 2.2474 0.00 0.00 -0.01
H 2.7813 3.8694 0.8765 0.00 -0.01 0.00
H 3.1057 -2.9273 -0.7968 0.01 0.00 -0.01
H 1.4058 4.6552 3.4943 0.00 0.00 0.00
H 2.4130 -3.1707 1.7549 0.02 -0.01 0.02
H -4.3924 4.1924 -0.7132 0.00 0.00 -0.01
H -4.5016 3.6631 1.7439 -0.01 -0.01 0.01
H -1.4859 -4.0901 3.3957 0.00 0.00 0.00
H -1.8087 0.6756 3.2175 0.06 0.05 -0.01
H 4.2046 -0.5240 1.1504 0.00 -0.01 0.00
H 1.3694 3.2979 -0.0270 0.00 0.01 0.00
H 1.8355 0.3595 -4.2647 0.00 0.00 0.00
H 3.3386 1.7385 0.7868 0.00 0.00 0.00
H 0.7601 -1.4474 3.5291 0.03 -0.02 0.02
H 2.8331 3.6152 3.4466 0.00 0.00 0.00
H -1.5413 2.1491 -3.1436 0.02 0.00 0.02
```
Positions in Å, forces in eV/Å.

**Gap between HOMO and LUMO (spin up / spin down)**: 7.01 / 6.51 eV
**ΔE to the lowest compared entry with this formula, charge and spin**: 72.8 kJ/mol
**Spin multiplicity**: 2
**Charge**: +1
**HOMO level (spin up / spin down)**: -10.9 / -11.0 eV

The following is a DFT calculation (the ωB97M-V functional and the def2-TZVPD basis) of a structure of composition C33H28Cl2N9O6PdS2.

```
81
Properties=species:S:1:pos:R:3:forces:R:3
Pd 0.0156 -0.6018 0.1723 0.61 -2.67 0.28
Cl 3.4136 -4.4611 -1.4559 -0.26 0.04 -0.10
Cl 8.2578 -2.4592 -2.8006 0.07 0.01 0.02
S -0.6554 -2.9863 -1.4310 -0.79 -0.27 -1.02
S -1.1798 -0.9974 -1.7428 -0.14 0.06 0.14
O 0.7056 -1.5653 3.2120 -0.03 0.00 0.01
O -0.1609 -3.5664 -2.6332 0.20 0.17 0.03
O -1.7736 -3.6458 -0.8117 0.16 -0.01 0.30
O 3.1726 -1.2940 0.1373 -0.28 -0.02 -0.04
O 1.6713 -0.2521 -1.1820 -1.59 0.38 0.20
O 0.4474 -2.6717 -0.4372 0.55 1.44 0.92
N -1.8166 -3.3994 2.8990 -0.08 0.16 -0.16
N -2.0897 0.5146 2.0562 0.17 -0.09 0.13
N -1.4031 0.8732 0.9231 0.34 0.31 -1.01
N 2.6666 -0.5903 3.7197 -0.04 -0.01 -0.11
N -1.3535 -1.6178 1.5017 0.48 0.97 -0.55
N 5.4736 -3.1558 -3.3230 0.07 0.12 0.27
N 1.4154 0.1079 1.8246 -0.26 -0.48 0.00
N -0.1124 1.9343 -1.3395 -0.25 0.14 0.09
N 2.1863 1.8676 0.5580 0.00 -0.24 0.13
C 2.7725 -1.4835 4.8670 -0.03 -0.07 0.07
C -2.5682 -2.6244 3.7822 -0.06 0.11 0.08
C 2.8012 -0.8466 -0.9288 1.25 -0.65 -0.04
C -3.1679 -3.1886 4.9024 0.02 0.01 -0.03
C 2.7826 -2.9558 -5.7891 0.02 0.06 -0.05
C 6.7226 -3.7912 0.6244 0.13 0.02 0.16
C -0.1919 3.4311 -3.1962 -0.10 0.03 0.04
C -1.2445 2.4774 -0.8799 0.04 0.19 -0.35
C -3.4342 -0.4590 4.3735 0.03 0.03 -0.06
C 1.9069 -2.0520 -5.2085 -0.32 0.01 -0.32
C -1.8920 3.5256 -1.5255 0.01 -0.16 0.11
C 4.9866 -3.9148 -1.0318 0.48 0.06 0.29
C -1.2478 -2.8766 1.8279 0.26 -0.38 -0.08
C -2.0254 -0.7406 2.3224 -0.15 0.22 0.14
C 2.2385 -1.4273 -4.0310 0.25 -0.04 0.32
C -1.3504 4.0091 -2.7066 0.07 0.00 -0.09
C 2.3670 1.0070 1.5651 -0.09 0.54 -0.04
C 3.6299 0.3145 3.4409 -0.02 0.10 -0.12
C 1.5364 -0.7241 2.9121 0.19 -0.09 0.09
C 5.8391 -3.3586 -1.9908 -0.25 0.01 -0.51
C 5.4265 -4.1049 0.2714 -0.23 0.09 -0.10
C 7.6075 -3.2953 -0.3203 -0.02 -0.02 -0.08
C 7.1634 -3.0865 -1.6108 -0.20 0.05 0.20
C 3.4200 -1.7133 -3.3445 0.34 -0.63 -0.35
C -4.0319 -1.0127 5.4835 0.00 -0.01 0.00
C 3.9629 -3.2606 -5.1505 -0.06 -0.04 0.52
C 0.3918 2.3955 -2.4744 0.05 -0.06 0.00
C 4.2722 -2.7085 -3.8963 -0.37 0.30 0.07
C -1.8362 1.9190 0.3317 0.22 0.00 0.07
C -2.6919 -1.2645 3.5061 -0.04 -0.24 0.03
C -3.8969 -2.3774 5.7466 0.01 0.00 -0.01
C 3.7968 -0.8674 -2.1533 -0.70 0.33 0.22
C 3.5232 1.1425 2.3844 -0.03 -0.12 0.12
H 8.6315 -3.0657 -0.0640 0.02 0.00 -0.01
H 4.4728 0.3382 4.1172 0.01 -0.01 -0.01
H 1.4459 1.6882 -0.1148 0.09 0.11 -0.04
H -0.6729 -3.5338 1.1935 0.05 0.05 0.09
H 4.7327 -4.5082 0.9949 0.01 -0.05 0.02
H 2.0684 -1.1907 5.6451 0.00 -0.01 -0.02
H 3.7876 -1.4342 5.2517 -0.01 0.00 0.01
H 2.9565 2.4461 0.2711 -0.01 0.02 0.03
H 0.9635 -1.8305 -5.6878 -0.03 0.02 -0.02
H -4.6103 -0.3917 6.1523 0.00 0.01 0.01
H 4.6438 -3.9947 -5.5631 -0.02 -0.03 -0.04
H -1.8320 4.8181 -3.2385 0.01 0.01 0.00
H -3.0605 -4.2465 5.1023 0.00 -0.02 0.01
H 2.5411 -2.4993 4.5577 0.05 0.02 0.00
H 1.5652 -0.6988 -3.6018 -0.07 0.06 0.03
H 2.5260 -3.4334 -6.7246 0.06 -0.01 -0.04
H -2.8021 3.9409 -1.1144 -0.01 0.01 0.00
H 0.2573 3.7709 -4.1180 0.01 -0.01 -0.02
H 3.8338 0.1642 -2.5121 0.12 0.08 0.06
H 7.0573 -3.9475 1.6409 0.00 -0.01 0.00
H 4.2793 1.8767 2.1604 0.02 0.00 -0.01
H -1.7204 -4.3906 3.0598 0.03 0.01 -0.01
H -2.7121 2.4119 0.7434 0.06 -0.01 0.12
H -4.3679 -2.8057 6.6204 -0.01 -0.01 0.00
H -3.5250 0.5945 4.1522 -0.01 0.01 0.01
H 4.7718 -1.1234 -1.7538 -0.02 -0.03 0.13
H 1.2966 1.9067 -2.8177 0.02 0.01 -0.01
H 6.1830 -3.4338 -3.9784 0.01 0.10 -0.13
```
Positions in Å, forces in eV/Å.

**Gap between HOMO and LUMO (spin up / spin down)**: 3.56 / 3.49 eV
**ΔE to the lowest compared entry with this formula, charge and spin**: 0.0 kJ/mol
**Charge**: +1
**HOMO level (spin up / spin down)**: -9.2 / -9.2 eV

The following is a DFT calculation (the ωB97M-V functional and the def2-TZVPD basis) of a structure of composition C33H28ClN4O2Ru.

```
69
Properties=species:S:1:pos:R:3:forces:R:3
Ru 0.1191 -0.2708 0.3701 2.26 -2.07 2.51
Cl 2.5963 -3.1103 -3.9227 0.01 0.01 -0.01
O 2.0591 -1.2181 0.8526 -1.92 -0.05 -0.26
O -2.0722 -0.0968 1.0682 0.18 0.05 -0.19
N 1.6932 1.2086 -0.5497 -1.15 -0.32 0.52
N -1.0323 1.1302 -1.1696 -0.22 -0.38 0.04
N -0.1362 -1.7919 -1.3908 0.27 0.25 -1.05
N -0.7657 -2.3488 1.3771 0.23 1.23 -0.37
C 1.0440 2.3490 -1.1575 -0.10 0.20 -0.18
C -5.7283 0.0096 -0.8288 -0.22 -0.02 -0.10
C 0.8479 -4.0296 4.8493 0.00 -0.05 0.06
C 2.9314 1.0181 -0.8167 -0.04 -0.09 0.13
C 1.0086 -2.1783 -1.9613 0.03 0.05 0.29
C 4.2714 -1.8880 1.1520 -0.18 -0.03 0.04
C -2.2695 1.1764 -1.4999 0.22 0.21 -0.09
C 1.0686 -2.6449 -3.2612 -0.08 -0.18 -0.23
C -0.1077 1.8586 -2.0114 0.21 0.17 -0.09
C -1.2783 -2.3675 -3.4048 -0.04 -0.23 -0.30
C 6.0488 -0.8461 -0.1102 0.13 0.02 -0.03
C -5.5746 -0.6060 0.4229 0.16 0.07 -0.05
C 5.5971 -1.7945 0.8230 -0.07 0.06 -0.06
C 0.1886 1.5864 2.5586 0.01 0.23 0.68
C -0.1523 2.2230 3.7443 0.04 0.00 -0.07
C -1.2621 -1.9038 -2.1055 0.06 0.01 0.27
C 5.1429 0.0266 -0.6506 0.04 0.01 0.00
C -4.6380 0.5851 -1.4287 0.10 0.00 -0.01
C -0.0897 -2.7429 -4.0162 0.02 0.14 0.32
C -4.3504 -0.6452 1.0416 -0.07 0.04 0.05
C 0.1979 0.1998 2.4601 0.01 1.08 -2.09
C 0.6242 -2.6653 4.7736 0.00 -0.02 -0.04
C -3.1980 -0.0640 0.4458 -0.02 0.14 -0.14
C 0.1067 -2.0616 3.6272 0.01 -0.09 -0.19
C -0.4870 1.4536 4.8466 -0.02 -0.01 0.10
C -0.4245 0.0749 4.7639 0.03 -0.04 -0.01
C -0.1913 -2.8897 2.5372 0.27 -0.20 0.31
C -3.3664 0.5590 -0.8265 -0.24 -0.33 0.34
C 3.2917 -1.0301 0.5702 0.50 0.38 -0.27
C 3.7764 -0.0152 -0.3115 -0.01 -0.37 0.21
C 0.0737 -4.2558 2.6002 -0.06 0.07 -0.12
C 0.5838 -4.8305 3.7497 0.02 0.02 0.03
C -0.0654 -0.5877 3.5815 0.10 0.03 0.04
H 3.9186 -2.6175 1.8703 -0.02 -0.01 -0.02
H -4.2280 -1.0985 2.0178 0.01 0.00 0.00
H -6.6981 0.0303 -1.3078 0.02 0.03 0.00
H -0.5921 2.7102 -2.5011 -0.04 -0.05 -0.03
H -2.1772 -1.6112 -1.6047 0.00 0.09 -0.03
H -6.4386 -1.0436 0.9078 0.02 -0.04 0.02
H 1.2332 -4.4623 5.7635 0.04 0.01 -0.03
H -0.7861 1.9238 5.7749 -0.01 -0.01 0.00
H 7.0954 -0.7966 -0.3786 -0.02 0.01 0.00
H 0.6487 2.9988 -0.3713 0.03 0.00 -0.02
H -0.1778 3.3044 3.8033 0.02 0.01 -0.01
H 0.8833 -2.0472 5.6227 0.00 0.05 -0.02
H -0.0631 -3.1049 -5.0341 0.03 0.00 -0.01
H 1.9008 -2.1166 -1.3482 -0.02 0.08 -0.04
H 5.4781 0.7833 -1.3531 -0.02 0.02 0.03
H -0.1416 -4.8745 1.7352 -0.03 0.01 0.00
H 3.4302 1.7364 -1.4773 -0.08 0.03 0.05
H -1.5320 -1.6912 1.5524 -0.25 -0.15 0.08
H 6.3107 -2.4618 1.2912 -0.02 -0.02 -0.01
H -4.7435 1.0666 -2.3959 0.00 0.02 0.01
H -2.5400 1.7438 -2.3991 -0.01 0.06 0.02
H -0.6813 -0.5138 5.6354 0.00 -0.03 0.01
H 0.2943 1.1950 -2.7874 -0.03 -0.02 0.01
H -1.0037 -3.0424 0.6870 -0.03 -0.04 -0.09
H 0.7681 -5.8962 3.7882 0.00 0.00 -0.02
H 1.7358 2.9325 -1.7760 0.04 -0.02 0.07
H -2.2138 -2.4480 -3.9416 -0.02 0.03 0.04
H 0.4590 2.1962 1.7044 -0.09 -0.05 -0.01
```
Positions in Å, forces in eV/Å.

**Gap between HOMO and LUMO (spin up / spin down)**: 7.22 / 7.22 eV
**ΔE to the lowest compared entry with this formula, charge and spin**: 145.0 kJ/mol
**Spin multiplicity**: 2
**HOMO level (spin up / spin down)**: -7.4 / -7.4 eV

Let's list total energy in order: -2624.68611, -4063.03126, -2198.85559 a.u..